Entry 1:
Here is C43H47F3N7STb as an isolated structure in a non-equilibrium geometry from OMol25. Energies are from ωB97M-V/def2-TZVPD.

## Properties
- Orbital gap (spin up / spin down): 0.2751 / 0.2766 Ha
- Net charge: +2
- LUMO (spin up / spin down): -5.40 / -5.37 eV
- 2S+1: 7
- HOMO energy (spin up / spin down): -12.89 / -12.90 eV
- ΔE to the lowest compared entry with this formula, charge and spin: 0.0 kcal per mole
- F_max: 0.04907 Eh/bohr

Geometry as XYZ:
```
102
Properties=species:S:1:pos:R:3:mulliken_spin:R:1
Tb -1.379 0.792 -0.439 5.95
C -3.031 0.158 2.721 0.00
C -3.740 1.476 2.477 0.00
C -4.461 1.572 1.151 0.00
C -5.835 1.661 1.214 0.00
C -6.556 1.690 0.030 0.00
C -5.813 1.636 -1.160 0.00
C -4.474 1.611 -1.128 0.01
N -3.808 1.511 0.012 0.00
N -1.724 0.007 2.005 0.00
C -0.601 0.649 2.720 0.01
C -0.598 2.148 2.570 0.00
C -0.014 2.961 3.503 0.00
C 0.152 4.310 3.164 0.00
C -0.374 4.787 1.989 0.00
C -1.012 3.893 1.138 0.00
N -1.047 2.609 1.385 0.01
C -1.437 -1.474 1.860 0.01
C -2.365 -2.111 0.843 0.00
C -2.585 -3.474 0.881 0.00
C -3.491 -4.004 -0.005 0.00
C -4.085 -3.155 -0.949 0.00
C -3.757 -1.831 -0.980 0.00
N -2.858 -1.323 -0.109 0.01
H -3.657 -0.727 2.486 0.00
H -2.811 0.127 3.797 0.00
H -3.010 2.308 2.505 0.00
H -4.459 1.640 3.281 0.00
H -6.359 1.784 2.194 0.00
H -7.643 1.731 0.002 0.00
H -6.285 1.644 -2.142 0.00
H -3.843 1.615 -2.044 0.00
H 0.350 0.400 2.253 0.00
H -0.594 0.354 3.744 0.00
H 0.310 2.613 4.499 0.00
H 0.512 4.976 3.893 0.00
H -0.254 5.817 1.724 0.00
H -1.353 4.286 0.186 0.00
H -1.506 -2.011 2.838 0.00
H -0.428 -1.569 1.491 -0.01
H -2.057 -4.084 1.641 0.00
H -3.820 -5.051 0.101 0.00
H -4.848 -3.549 -1.668 0.00
H -4.203 -1.144 -1.680 0.00
F -1.768 3.967 -4.921 0.00
C -0.786 3.067 -5.219 0.00
F 0.398 3.512 -4.703 0.00
F -0.649 3.051 -6.555 0.00
C -1.195 1.720 -4.672 0.00
C -1.464 0.663 -5.518 -0.01
C -1.903 -0.562 -5.024 0.00
C -1.940 -0.737 -3.651 0.00
N -1.733 0.308 -2.836 0.01
C -1.350 1.511 -3.287 0.01
S -1.254 2.866 -2.161 -0.01
H -1.313 0.810 -6.604 0.00
H -2.183 -1.394 -5.670 0.00
H -2.289 -1.669 -3.188 0.00
C 6.209 0.992 0.856 0.00
C 5.262 2.191 0.630 0.00
C 5.827 3.008 -0.543 0.00
C 5.224 3.089 1.901 0.00
C 3.843 1.823 0.341 0.01
C 2.863 2.808 0.209 0.00
C 1.559 2.500 -0.045 0.00
N 1.115 1.253 -0.178 0.00
C 2.007 0.253 0.014 0.00
C 3.341 0.522 0.303 -0.01
C 1.494 -1.111 -0.331 0.01
C 2.166 -2.235 0.110 0.00
C 1.652 -3.500 -0.177 0.00
C 0.451 -3.532 -0.959 0.00
C -0.178 -2.354 -1.230 0.00
N 0.290 -1.148 -0.911 0.01
C 2.351 -4.791 0.218 0.00
C 2.876 -5.396 -1.069 0.00
C 1.388 -5.739 0.940 0.00
C 3.476 -4.528 1.202 0.00
H 7.268 1.403 1.101 0.00
H 6.239 0.335 -0.014 0.00
H 6.005 0.432 1.742 0.00
H 6.862 3.269 -0.327 0.00
H 5.215 3.907 -0.628 0.00
H 5.820 2.471 -1.456 0.00
H 6.233 3.446 2.170 0.00
H 4.788 2.587 2.767 0.00
H 4.620 3.983 1.690 0.00
H 3.185 3.848 0.294 0.00
H 0.816 3.247 -0.229 0.00
H 4.034 -0.294 0.383 0.00
H 3.097 -2.126 0.675 0.00
H 0.016 -4.484 -1.241 0.00
H -1.123 -2.351 -1.749 0.00
H 2.079 -5.590 -1.754 0.00
H 3.366 -6.318 -0.857 0.00
H 3.640 -4.760 -1.525 0.00
H 0.492 -5.997 0.291 0.00
H 1.191 -5.292 1.908 0.00
H 1.933 -6.737 1.079 0.00
H 4.327 -3.970 0.770 0.00
H 3.837 -5.510 1.570 0.00
H 3.121 -3.980 2.073 0.00
```


Entry 2:
Here is C2H7HoO2 as an isolated structure in a non-equilibrium geometry from OMol25. Energies are from ωB97M-V/def2-TZVPD.

## Properties
- Orbital gap (spin up / spin down): 0.2324 / 0.2294 Ha
- Net charge: 0
- LUMO (spin up / spin down): 0.06 / 0.19 eV
- 2S+1: 5
- HOMO energy (spin up / spin down): -6.27 / -6.05 eV
- F_max: 0.09341 Eh/bohr

Geometry as XYZ:
```
12
Properties=species:S:1:pos:R:3:mulliken_spin:R:1
C -1.714 0.008 -1.525 0.01
H -2.723 0.185 -1.104 0.00
H -1.415 1.066 -1.646 -0.01
H -2.159 -0.647 -2.287 0.00
O 0.577 0.202 1.445 -0.01
Ho -0.599 1.903 0.458 4.02
H -0.750 -1.352 -0.318 0.00
O -0.573 -0.727 -1.162 0.00
C 2.029 -0.101 1.485 0.00
H 2.242 -1.158 1.236 0.00
H 2.697 0.560 0.898 0.00
H 2.390 0.061 2.520 0.00
```


Entry 3:
Here is C21H29CaN3O9PS2 as an isolated structure in a non-equilibrium geometry from OMol25. Energies are from ωB97M-V/def2-TZVPD.

## Properties
- Orbital gap: 0.3291 Ha
- Net charge: +1
- LUMO: -1.96 eV
- 2S+1: 1
- HOMO energy: -10.92 eV
- ΔE to the lowest compared entry with this formula, charge and spin: 12.3 kcal per mole
- F_max: 0.02819 Eh/bohr

Geometry as XYZ:
```
66
Properties=species:S:1:pos:R:3:nbo_charge:R:1
Ca 0.143 0.059 -0.255 1.71
O -3.431 -0.128 -2.349 -0.65
C -2.622 0.462 -1.472 0.87
O -2.046 -0.209 -0.582 -0.83
C -3.024 1.914 -1.272 -0.16
O -1.954 2.744 -0.854 -0.53
C -0.962 3.044 -1.851 -0.17
C -0.256 1.745 -2.129 0.72
O -0.994 0.816 -2.590 -0.71
O 0.916 1.523 -1.745 -0.76
H -3.201 -1.070 -2.368 0.50
H -3.742 1.917 -0.454 0.22
H -3.497 2.293 -2.177 0.21
H -0.281 3.762 -1.406 0.21
H -1.421 3.452 -2.752 0.20
C -0.236 3.928 1.749 -0.68
C 1.128 3.385 1.442 0.07
N 1.410 2.178 1.022 -0.51
C 2.786 2.026 0.857 0.10
C 3.521 3.113 1.177 -0.43
S 2.501 4.377 1.672 0.49
C 3.378 0.761 0.365 0.10
C 4.681 0.614 0.027 -0.43
S 5.000 -1.007 -0.378 0.50
C 3.367 -1.419 -0.100 0.08
N 2.620 -0.404 0.262 -0.54
C 2.907 -2.843 -0.232 -0.66
H -0.992 3.498 1.096 0.26
H -0.248 5.011 1.635 0.24
H -0.505 3.695 2.782 0.24
H 4.595 3.233 1.156 0.25
H 5.459 1.364 0.000 0.25
H 3.682 -3.524 0.116 0.24
H 2.679 -3.096 -1.269 0.24
H 2.016 -2.995 0.374 0.24
O -0.247 -1.991 0.931 -0.79
C -0.711 -3.095 0.138 -0.11
C -0.184 -3.010 -1.274 0.19
C -0.255 -4.117 -2.101 -0.21
C 0.231 -4.017 -3.393 -0.15
C 0.778 -2.814 -3.820 -0.25
C 0.809 -1.759 -2.935 0.06
N 0.337 -1.849 -1.679 -0.55
H -0.960 -1.795 1.572 0.52
H -1.802 -3.098 0.113 0.20
H -0.389 -4.031 0.584 0.20
H -0.675 -5.046 -1.732 0.22
H 0.188 -4.870 -4.059 0.23
H 1.170 -2.695 -4.821 0.24
H 1.218 -0.796 -3.220 0.23
C 0.525 -0.132 3.735 -0.26
O -0.573 0.770 3.522 -0.84
P -1.415 0.677 2.149 1.64
O -2.493 1.823 2.388 -0.83
C -3.136 2.041 3.668 -0.26
O -2.248 -0.704 2.493 -0.87
C -3.516 -1.019 1.879 -0.26
H 1.037 0.186 4.636 0.21
H 1.225 -0.095 2.897 0.19
H 0.166 -1.153 3.867 0.19
H -3.913 2.778 3.500 0.20
H -2.411 2.415 4.386 0.20
H -3.572 1.116 4.043 0.19
H -3.379 -1.459 0.893 0.19
H -4.127 -0.121 1.778 0.19
H -4.021 -1.720 2.537 0.20
```


Question: Which of these has the highest F_max?
Answer: C2H7HoO2


Question: The highest net charge belongs to which entry?
Answer: C43H47F3N7STb


Question: Among the records above, which one has the lowest net charge?
Answer: C2H7HoO2